No. 1
The following is a DFT calculation (wB97M-V/def2-TZVPD) of 5 unconnected molecules or ions with the total composition C29H64Cl2O4S at a distorted geometry.

Geometry as ORCA input:
```
! wB97M-V def2-TZVPD RIJCOSX def2/J DEFGRID3
* xyz 0 1
C -0.708 4.266 3.675
H -2.609 6.961 3.495
H 2.494 -2.213 4.592
H -2.863 7.629 -4.376
H -1.049 -2.027 -4.300
H 2.940 -2.717 8.377
H -4.259 7.896 -2.338
O 1.577 -4.265 -0.176
H -1.366 5.636 -4.574
H 3.425 -1.244 7.573
H -2.373 -2.425 -2.137
C -3.288 7.403 -2.276
H -0.875 -7.896 -4.265
C 0.150 -11.211 -4.530
H -3.359 6.610 -1.528
C 0.881 -7.095 -2.182
H -1.424 4.379 0.900
H -0.457 -1.886 1.431
H 5.138 -3.019 7.282
O 1.396 -1.913 0.456
H -0.189 -7.313 -2.157
C 1.658 -8.165 -2.945
H 1.457 -3.328 6.506
C 1.834 -1.636 5.245
C -2.603 7.264 2.447
H -3.087 4.833 1.177
C -1.542 6.097 -3.598
H 0.836 -1.700 4.797
H -0.502 -9.957 -2.905
H 0.726 8.752 -3.722
H 1.015 -1.804 7.234
C 0.446 -1.286 1.326
O 0.879 0.993 0.735
H -0.450 7.305 -2.183
Cl 0.131 -4.047 -4.220
H 2.333 0.167 4.197
H -3.627 7.209 2.072
H 0.942 -1.164 2.282
H 1.062 7.187 -5.641
H -0.188 -12.135 -4.057
H -0.999 0.253 0.532
H -0.415 5.300 3.876
H -3.652 6.127 -3.960
H 1.020 -6.117 -2.644
H -0.823 3.789 4.652
H -1.673 6.760 0.582
C 2.285 -0.175 5.236
H 0.587 4.020 1.936
H -2.818 4.670 3.605
H 3.300 -0.090 5.630
H 0.556 6.342 -3.234
C -1.988 -3.200 -2.793
H 3.945 -4.084 6.541
C 1.783 -2.291 6.627
H -2.354 3.181 2.820
H 1.339 3.590 3.466
H -2.723 -3.502 -3.525
Cl 0.932 -0.534 -3.394
C -0.623 -10.012 -3.990
H 1.414 -7.322 -4.906
C 0.059 0.103 0.820
H -2.289 8.308 2.411
C 1.242 -8.283 -4.411
H 1.227 -7.027 -1.152
C 1.354 0.754 6.011
H 1.550 -9.129 -2.440
H 1.703 1.785 5.957
H -0.982 8.850 -4.073
C -2.057 4.226 2.957
S 0.717 -3.147 -0.411
H -0.646 6.499 1.971
C -0.216 -8.687 -4.635
H -0.661 7.277 -6.025
H 0.348 8.711 -6.166
C 3.106 -2.273 7.392
H 0.342 0.721 5.601
C -0.737 -2.670 -3.489
C 0.171 7.815 -5.570
H -0.469 -1.458 -1.757
C -2.883 6.829 -3.630
H 0.152 2.511 2.738
O 1.183 -2.626 -1.913
H 1.901 -8.999 -4.911
C 0.162 -1.867 -2.542
H 0.006 -11.314 -5.607
H -1.727 -4.057 -2.180
H -1.689 -10.171 -4.169
C 4.223 -3.039 6.688
C -0.118 8.181 -4.117
C -2.078 4.918 1.593
H -2.568 8.142 -1.920
H 4.457 -2.611 5.713
H 2.722 -7.921 -2.907
H -1.608 5.268 -2.885
C 0.403 3.558 2.906
C -1.672 6.390 1.611
H -0.397 -8.747 -5.713
C -0.342 6.966 -3.217
H 1.299 0.482 7.066
H 1.221 -11.120 -4.340
*
```

Properties
Max |F|   1.4 eV/A
Kohn-Sham gap   10.4358 eV
E   -75180.47401 eV
HOMO   -0.3866 Eh
LUMO energy   -0.08 eV



No. 2
The following is a DFT calculation (wB97M-V/def2-TZVPD) of a molecular structure, C29H65BrO5S at a distorted geometry.

Geometry as ORCA input:
```
! wB97M-V def2-TZVPD RIJCOSX def2/J DEFGRID3
* xyz 0 1
C 0.801 -4.683 5.085
H -6.201 0.933 4.156
H -6.923 -0.258 7.744
C -1.006 -3.793 2.691
H 2.492 3.912 0.156
C 0.063 -2.940 3.376
H 0.241 -5.399 1.934
O -7.093 1.621 -0.144
H -2.718 -2.077 -1.470
H 3.628 0.327 -4.424
H -0.640 -3.209 -0.021
C 0.100 -3.894 0.397
H 3.168 5.635 -5.880
H 0.709 0.258 0.120
H 4.718 0.956 -5.669
H 5.615 -0.494 -2.986
H 4.608 -1.950 -4.701
O -6.341 1.548 -2.513
C -6.987 0.813 7.542
C -4.280 -1.165 4.103
C 4.202 0.062 -5.315
H 0.969 -3.311 0.707
H 8.523 1.212 -5.620
C 2.407 4.780 -0.502
C 6.171 -0.723 -3.901
C -6.741 0.531 5.019
C -3.928 -1.245 0.073
H -1.334 -5.279 1.183
H 3.528 5.754 -3.428
C 3.749 3.626 -3.085
H -4.848 -1.262 6.179
C 1.666 4.419 -1.785
H -1.780 -3.125 2.296
H 0.460 -2.211 2.663
H 0.110 -5.444 4.718
C -5.250 -1.566 5.209
H 6.768 -1.610 -3.673
H -7.313 -1.405 5.783
O -5.855 -0.464 -1.212
H -7.054 -1.360 4.057
H 9.594 -0.780 -4.564
C -5.067 -0.263 -0.014
H -6.274 2.284 6.158
H 1.948 -3.014 4.388
H -3.300 -1.616 4.275
C -6.211 1.200 6.287
H 1.548 5.311 -2.406
C 8.910 -0.885 -5.409
C 1.228 -3.726 3.976
H 9.507 -0.940 -6.320
H 0.654 4.094 -1.525
H 0.423 -4.569 -0.398
H -4.739 0.766 0.120
H 8.382 -1.834 -5.305
H 4.425 3.751 -2.234
C -1.279 0.553 -0.588
H -4.641 -1.505 3.130
H 2.400 2.406 -1.951
H 1.979 4.621 -5.072
C -6.655 -0.997 5.010
H 3.383 3.882 -5.854
C -2.867 -1.090 -1.032
C 5.178 -1.070 -5.010
C 2.343 3.302 -2.579
C 3.045 4.740 -5.268
H 6.510 1.372 -4.293
C 7.099 0.454 -4.211
H 7.764 0.604 -3.354
C 3.848 4.863 -3.976
O -1.604 -0.741 -0.438
H 4.899 5.022 -4.231
H -5.725 -0.466 0.840
H -5.320 -2.656 5.236
H -4.140 -0.083 4.059
H -3.427 -1.067 1.025
C 0.194 0.858 -0.632
H 3.498 -0.240 -6.092
H -6.589 1.335 8.414
Br -6.177 3.218 -0.167
H 3.412 5.153 -0.706
H 1.703 3.033 -3.424
H 4.125 2.759 -3.640
H 0.374 1.887 -0.348
H -5.151 0.970 6.426
H 1.757 -4.279 3.196
H -0.416 -2.354 4.168
H 5.708 -1.354 -5.923
H -1.506 -4.420 3.435
S -6.960 0.711 -1.537
H 1.872 5.561 0.041
H 7.303 0.196 -6.353
H -7.787 0.819 4.877
C 7.945 0.295 -5.473
O -2.085 1.415 -0.646
H 0.569 0.648 -1.630
H -8.042 1.079 7.444
H 0.313 -4.142 5.899
H 1.668 -5.200 5.498
H -4.283 -2.273 0.127
C -0.496 -4.684 1.558
H -3.167 -0.436 -1.846
*
```

Properties
Max |F|   2.2 eV/A
Kohn-Sham gap   9.3983 eV
E   -122241.28792 eV
HOMO   -0.3767 Eh
LUMO energy   -0.85 eV